[1]
116
Properties=species:S:1:pos:R:3:mulliken_charge:R:1 method="wB97M-V/def2-TZVPD" charge=-2 spin_multiplicity=1 de_lowest_kcal_mol=28.5 orbital_gap_ha=0.1354
Ca -0.309 1.386 0.039 1.153
Br -3.972 5.629 4.524 -0.215
C -3.205 4.057 3.824 0.180
C -2.527 3.094 4.671 0.255
Br -3.209 2.962 6.457 -0.246
C -1.397 2.411 4.238 -0.310
Br -0.179 1.587 5.373 -0.182
C -1.227 2.290 2.780 0.128
O -0.481 1.390 2.216 -0.559
C -2.187 2.936 1.884 0.443
O -2.286 2.461 0.678 -0.949
C -2.974 4.007 2.444 -0.461
Br -3.957 5.010 1.183 -0.176
C 5.324 -3.468 -0.403 -1.578
C 4.760 -3.098 0.988 2.283
C 5.400 -3.905 2.121 -2.014
C 4.912 -1.637 1.220 0.205
C 6.063 -1.092 1.787 -0.306
C 6.251 0.279 1.960 -1.618
C 5.362 1.144 1.334 -0.591
C 4.147 0.642 0.811 1.190
P 3.021 1.837 0.018 0.958
C 3.172 3.428 0.984 0.594
C 3.359 4.700 0.406 -0.029
C 3.515 5.828 1.198 -0.746
C 3.403 5.658 2.599 -0.447
C 3.167 4.399 3.139 -0.655
C 3.039 3.245 2.402 -0.624
C 3.712 2.097 -1.627 0.572
C 2.969 1.732 -2.760 -0.737
C 3.495 1.813 -4.026 -0.607
C 4.849 2.229 -4.201 -0.575
C 5.628 2.590 -3.068 -0.872
C 5.043 2.535 -1.810 -0.189
C 3.961 -0.715 0.779 -1.166
O 2.666 -1.156 0.361 0.073
C 2.286 -2.427 0.636 -0.908
C 0.948 -2.807 0.512 0.348
C 0.549 -4.113 0.831 -0.190
C 1.495 -5.036 1.265 -1.459
C 2.811 -4.745 1.254 -0.354
C 3.276 -3.458 0.992 0.371
P -0.337 -1.678 -0.019 1.935
C -1.582 -2.109 1.315 0.586
C -2.908 -1.881 1.035 -1.066
C -3.846 -1.918 2.058 -0.378
C -3.468 -2.012 3.405 -0.476
C -2.171 -2.315 3.724 -0.974
C -1.224 -2.372 2.662 -0.553
C -1.010 -2.539 -1.445 1.079
C -0.398 -2.223 -2.674 -0.519
C -0.712 -2.897 -3.845 -0.575
C -1.874 -3.710 -3.944 -0.481
C -2.478 -4.059 -2.723 -0.764
C -1.984 -3.572 -1.497 -0.378
H 6.425 -3.559 -0.273 0.397
H 5.133 -2.627 -1.145 0.321
H 4.900 -4.434 -0.765 0.351
H 6.493 -3.821 2.311 0.456
H 5.257 -4.965 1.881 0.559
H 4.946 -3.667 3.078 0.411
H 6.716 -1.796 2.289 0.233
H 7.061 0.580 2.565 0.472
H 5.471 2.246 1.372 0.348
H 3.235 4.814 -0.703 0.309
H 3.634 6.857 0.792 0.345
H 3.404 6.453 3.323 0.371
H 2.978 4.364 4.215 0.342
H 2.832 2.281 2.829 0.517
H 1.989 1.356 -2.668 0.604
H 2.818 1.670 -4.883 0.396
H 5.296 1.983 -5.202 0.281
H 6.621 2.929 -3.236 0.459
H 5.573 2.747 -0.890 0.342
H -0.526 -4.315 0.736 0.400
H 1.167 -6.063 1.562 0.294
H 3.571 -5.518 1.551 0.056
H -3.265 -1.728 0.026 0.633
H -4.890 -1.717 1.825 0.114
H -4.187 -1.816 4.191 0.403
H -1.869 -2.557 4.739 0.410
H -0.181 -2.562 2.868 0.335
H 0.362 -1.359 -2.650 0.107
H -0.034 -2.719 -4.673 0.405
H -2.274 -4.035 -4.936 0.352
H -3.394 -4.689 -2.742 0.338
H -2.529 -3.835 -0.633 0.531
F 1.751 4.772 -4.001 -0.182
C 0.392 4.727 -4.148 0.493
F 0.214 4.860 -5.519 -0.322
F -0.063 5.874 -3.433 -0.241
C -0.361 3.451 -3.770 0.172
C -0.968 2.678 -4.795 -0.569
C -1.684 1.548 -4.349 -0.948
C -1.572 1.094 -3.052 -0.478
N -0.833 1.707 -2.127 0.301
C -0.298 2.985 -2.422 0.011
S 0.613 3.747 -1.130 -0.090
H -0.897 3.013 -5.786 0.622
H -2.312 0.997 -5.049 0.412
H -2.030 0.112 -2.852 0.435
C -7.299 0.588 -1.261 -1.210
C -7.776 -0.541 -0.641 1.151
C -7.310 -0.903 0.662 -0.904
C -7.622 -2.126 1.152 -0.415
C -8.578 -2.968 0.484 0.155
C -9.141 -2.595 -0.725 -0.487
C -8.709 -1.441 -1.342 -0.935
C -8.878 -4.213 1.043 0.284
N -9.135 -5.219 1.562 -0.716
H -6.458 1.079 -0.783 0.346
H -7.525 0.753 -2.345 0.208
H -6.663 -0.216 1.183 0.535
H -7.308 -2.417 2.132 0.480
H -9.882 -3.264 -1.234 0.289
H -9.080 -1.014 -2.268 0.288

=====

[2]
114
Properties=species:S:1:pos:R:3:mulliken_charge:R:1 method="wB97M-V/def2-TZVPD" charge=-2 spin_multiplicity=1 orbital_gap_ha="0.1288 / 0.1356"
Sc 0.095 -0.883 1.253 0.312
I 3.911 1.318 9.341 -0.063
C 2.645 0.557 7.821 -0.006
C 1.624 1.346 7.314 -0.900
C 0.806 0.849 6.320 -0.420
C 0.963 -0.454 5.777 0.867
C 2.059 -1.192 6.299 -0.497
C 2.872 -0.709 7.305 -0.941
C 0.158 -0.917 4.680 0.973
C -0.866 -0.035 4.089 -0.368
C -1.903 0.562 4.788 -1.329
C -2.644 1.316 3.860 -0.855
C -2.031 1.130 2.634 -0.669
C -2.368 1.889 1.402 2.054
C -3.753 2.433 1.397 -0.515
C -4.824 1.549 1.551 -0.134
C -6.135 1.992 1.526 -0.721
C -6.382 3.345 1.353 -0.064
I -8.376 4.048 1.318 -0.003
C -5.348 4.249 1.205 -0.778
C -4.038 3.784 1.226 -0.010
C -1.868 1.431 0.008 1.607
N -1.149 0.218 -0.224 0.708
C -1.461 -0.188 -1.475 0.373
C -0.987 -1.315 -2.160 0.361
C -1.127 -1.322 -3.621 0.643
C -0.828 -0.166 -4.369 -0.476
C -0.906 -0.131 -5.752 -0.581
C -1.296 -1.271 -6.431 -0.396
I -1.422 -1.237 -8.541 -0.034
C -1.616 -2.429 -5.741 -0.781
C -1.531 -2.447 -4.359 -0.530
C -0.347 -2.431 -1.503 1.193
C 0.201 -3.568 -2.140 -1.620
C 0.569 -4.452 -1.141 -1.097
C 0.269 -3.836 0.088 -0.086
N -0.253 -2.574 -0.141 -0.312
C 0.499 -4.429 1.357 0.983
C 0.412 -3.794 2.589 0.206
C 0.659 -4.410 3.864 -1.099
C 0.636 -3.422 4.798 -1.608
C 0.323 -2.194 4.114 -0.373
N 0.135 -2.454 2.784 0.269
C 0.951 -5.840 1.365 -0.540
C 0.139 -6.874 0.899 -0.125
C 0.544 -8.198 0.967 -0.655
C 1.792 -8.492 1.488 -0.066
I 2.423 -10.511 1.596 -0.009
C 2.638 -7.494 1.936 -0.692
C 2.209 -6.177 1.875 -0.116
C -2.448 0.724 -2.063 -1.916
C -2.708 1.684 -1.173 -1.548
N -0.949 0.293 2.754 0.496
H 1.476 2.354 7.682 0.354
H 0.035 1.486 5.915 0.370
H 2.307 -2.151 5.870 0.480
H 3.696 -1.308 7.669 0.335
H -2.107 0.442 5.842 0.612
H -3.506 1.934 4.060 0.536
H -4.613 0.496 1.689 0.556
H -6.950 1.291 1.643 0.375
H -5.555 5.304 1.083 0.391
H -3.228 4.495 1.119 0.386
H -0.519 0.723 -3.836 -0.009
H -0.652 0.775 -6.289 0.469
H -1.949 -3.310 -6.274 0.368
H -1.816 -3.344 -3.828 0.661
H 0.337 -3.713 -3.198 0.668
H 1.022 -5.423 -1.268 0.485
H 0.815 -5.463 4.039 0.602
H 0.723 -3.542 5.866 0.764
H -0.838 -6.636 0.495 0.461
H -0.112 -8.990 0.631 0.354
H 3.618 -7.733 2.328 0.364
H 2.860 -5.385 2.220 0.518
H -2.909 0.589 -3.028 0.620
H -3.399 2.509 -1.266 0.729
Cl 2.420 0.697 2.548 -0.299
C 2.370 -0.795 1.471 -0.800
H 2.844 -1.555 2.100 0.477
H 3.092 -0.566 0.683 0.498
C -1.246 2.616 0.722 -1.872
H -0.261 2.449 1.140 0.049
H -1.401 3.596 0.282 0.309
C -0.236 6.616 -2.837 -1.650
C 0.480 5.549 -3.620 0.893
C 0.006 4.244 -3.670 -0.636
C 0.693 3.256 -4.354 0.490
C 1.898 3.546 -4.984 -0.248
N 2.658 2.561 -5.645 -0.026
C 2.744 1.192 -5.457 0.173
O 3.038 0.477 -6.402 -0.721
N 2.495 0.656 -4.218 -0.022
C 2.564 1.217 -2.928 -0.309
C 3.442 2.241 -2.585 -0.246
C 3.367 2.775 -1.311 -1.312
C 2.440 2.263 -0.418 -0.412
N 1.670 1.217 -0.705 0.708
C 1.750 0.697 -1.923 -0.184
C 2.355 4.862 -4.985 -0.623
C 1.652 5.845 -4.310 -0.684
H -1.211 6.265 -2.501 0.361
H -0.377 7.516 -3.438 0.422
H 0.345 6.892 -1.954 0.315
H -0.916 3.988 -3.160 0.374
H 0.294 2.252 -4.393 0.455
H 3.097 2.847 -6.503 0.250
H 2.255 -0.324 -4.257 0.263
H 4.176 2.596 -3.295 0.474
H 4.028 3.579 -1.015 0.390
H 2.336 2.674 0.578 0.514
H 1.130 -0.175 -2.118 0.302
H 3.276 5.103 -5.503 0.403
H 2.031 6.862 -4.304 0.365

=====

Number 1: energy -14962.38272 a.u.. Number 2: energy -5143.34882 a.u..